# 1
Here is a 2-piece molecular cluster, C7H12F4O4 overall in a non-equilibrium geometry from the OMol25 dataset. Energies are from wB97M-V/def2-TZVPD.

XYZ file:
```
27
Properties=species:S:1:pos:R:3:forces:R:3:mulliken_charge:R:1
C -1.79750 -1.79628 -1.27309 0.9 -3.5 -2.1 -1.0570
C -2.54779 1.82988 -0.86961 -2.4 -3.0 2.0 -0.6444
C 2.44140 -1.46173 -0.28538 -0.7 -1.8 -0.1 -0.1924
C -0.12984 -0.12026 2.42893 0.7 -2.1 0.6 -0.1023
C 2.38637 1.75839 -0.12905 -0.6 -0.1 4.6 -0.0928
C -1.96142 -0.49625 -0.68655 1.3 2.7 0.3 0.9223
C 0.61735 0.07741 0.14259 -0.8 0.6 0.4 0.5473
O -2.21631 0.59700 -1.48962 0.3 -2.5 0.5 -0.3749
O 1.18395 -1.18319 0.24992 -0.3 0.8 0.5 -0.3009
O 0.14860 0.65419 1.35515 0.7 -0.5 -1.0 -0.2883
O 1.23606 1.07920 -0.54352 -0.5 -0.4 -2.0 -0.4442
F 3.42758 -0.94346 0.49453 0.3 0.2 -0.1 -0.2656
F 1.11251 -0.43741 3.11361 -1.4 0.8 -0.3 -0.3385
F 3.41119 1.72420 -0.96000 0.8 -0.6 -1.6 -0.2705
F -2.44938 -0.43817 0.58734 -0.4 0.1 -0.7 -0.2982
H -0.73511 -1.89563 -1.82974 -2.3 0.1 1.5 0.1539
H -1.98517 -2.66556 -0.55162 0.9 1.5 -0.5 0.3123
H -2.53437 -2.14398 -2.06983 0.5 1.2 0.5 0.3494
H -2.47019 2.48716 -1.63066 1.1 2.7 -2.0 0.2727
H -1.95651 1.93242 0.04943 -0.4 0.6 -0.4 0.2535
H -3.68014 1.76024 -0.75464 1.3 0.4 0.9 0.2869
H 2.51918 -2.58910 -0.24836 0.0 1.3 0.0 0.2385
H 2.48093 -1.11451 -1.31575 0.5 0.4 0.1 0.3481
H -0.54531 -1.15229 2.24843 0.3 1.2 -0.3 0.1986
H -0.81235 0.47486 3.02880 0.4 -0.1 0.6 0.2953
H 2.65086 1.23616 0.83259 0.3 0.8 -0.7 0.2455
H 2.20542 2.82672 0.10609 -0.5 -0.6 -0.5 0.2455
```
Positions in Å, forces in eV/Å.

spin multiplicity = 1
total charge = 0
energy = -26507.70442 eV

---

# 2
Here is C7H12F9NO12S3V as an isolated structure in a non-equilibrium geometry from the OMol25 dataset. Energies are from wB97M-V/def2-TZVPD.

XYZ file:
```
45
Properties=species:S:1:pos:R:3:forces:R:3:mulliken_charge:R:1
O 0.05840 -0.24870 -0.09208 0.0 0.1 -2.5 -0.3263
V -0.63801 -0.76571 -1.49060 0.8 -4.3 2.5 1.2209
O 0.34867 -1.85445 -2.14642 -0.6 2.2 0.9 -0.4425
C 4.06285 3.27287 2.69414 0.3 -1.9 -0.5 -1.3732
C 3.39673 2.28493 1.62199 0.9 0.1 1.2 0.0354
C 3.52648 0.69254 1.94368 -0.2 2.8 -1.2 -0.6844
O 2.87706 0.03263 0.88135 0.8 0.8 1.6 -0.1408
C 3.62502 -1.07928 0.41673 -0.7 -0.4 -1.0 -0.8134
N 1.92899 2.65411 1.53518 0.6 0.7 0.8 -0.2062
H 1.51219 2.42977 2.42740 -0.9 -1.6 -0.1 0.3817
H 1.69982 3.63517 1.60642 0.8 1.0 -0.7 0.3696
H 1.49832 2.33932 0.67756 -0.8 -1.2 0.0 0.2490
H 3.72946 3.07133 3.71215 -0.9 0.2 -0.1 0.3997
H 4.06298 4.33752 2.46045 -0.3 -0.2 -0.2 0.3980
H 5.09978 2.97635 2.85207 0.3 0.0 -0.7 0.3891
H 3.79502 2.41747 0.61606 0.0 0.2 0.1 0.2883
H 3.14460 0.58038 2.95841 -0.4 -0.7 0.0 0.3515
H 4.59891 0.49772 1.93700 0.1 0.0 0.1 0.4435
H 3.81024 -1.81967 1.19494 -0.3 -0.1 0.0 0.3525
H 4.58166 -0.82924 -0.04200 0.2 0.6 0.2 0.3768
H 2.99244 -1.43221 -0.39776 0.1 -0.7 0.3 0.1562
C -3.12648 2.70791 0.24595 -2.4 -3.8 1.0 0.5368
F -3.64730 3.51539 -0.67108 0.9 0.0 0.6 -0.2041
F -1.84391 2.78110 0.43642 2.1 1.7 -0.3 -0.1993
F -3.72135 2.90014 1.45026 0.1 1.0 -0.7 -0.2356
S -3.41593 0.81540 -0.07114 -4.9 -3.0 0.9 1.0333
O -4.67725 0.75806 -0.85282 2.0 1.0 1.2 -0.7177
O -2.29969 0.34805 -0.88996 0.6 0.9 -0.3 -0.4052
O -3.56260 0.11331 1.25676 1.3 2.6 -2.8 -0.6588
C -3.96789 -0.78794 -4.73924 3.1 -1.6 1.4 0.5887
F -3.73739 0.52292 -4.63828 -1.0 0.0 -0.4 -0.2107
F -4.78806 -1.23077 -3.80795 -0.8 0.6 0.1 -0.2028
F -4.38441 -1.16948 -5.92389 -0.7 0.6 -0.7 -0.2061
S -2.29598 -1.64864 -4.41838 1.0 -2.5 -2.7 1.1388
O -1.77506 -0.89035 -3.27231 0.0 1.0 0.8 -0.5527
O -2.54315 -3.06311 -4.17372 -0.6 1.5 0.6 -0.6819
O -1.51950 -1.49400 -5.66005 -0.9 1.1 1.3 -0.6949
C -0.86132 -3.10585 2.15945 -0.8 -0.6 0.2 0.5323
F -1.20573 -4.08332 3.06405 0.2 1.0 -0.9 -0.2436
F -1.59396 -1.98964 2.47237 1.5 -1.4 -0.4 -0.1897
F 0.46813 -2.92734 2.32609 -0.8 0.7 0.0 -0.2360
S -1.22696 -3.72807 0.37023 0.1 -1.7 -2.5 1.0709
O 0.01202 -4.38865 -0.13507 -2.0 1.8 1.6 -0.6783
O -2.36168 -4.64341 0.52444 1.3 1.5 0.4 -0.6674
O -1.63617 -2.50455 -0.41881 0.9 0.0 0.8 -0.3415
```
Positions in Å, forces in eV/Å.

spin multiplicity = 1
total charge = -1
energy = -116163.47125 eV

---

# 3
Here is a single C7H12FN3O2Si molecule in a non-equilibrium geometry from the OMol25 dataset. Energies are from wB97M-V/def2-TZVPD.

XYZ file:
```
26
Properties=species:S:1:pos:R:3:forces:R:3:mulliken_charge:R:1
C -0.04606 0.36742 -3.16467 -0.9 0.6 0.3 -0.5539
C -1.31612 0.47212 -3.86129 0.6 -0.8 2.0 -0.0317
C -0.14291 0.47357 -1.80818 0.0 -0.2 1.1 0.3446
C -2.52094 0.68375 -1.88165 -0.5 0.4 0.0 0.3832
C 0.15091 -1.95723 1.09816 -2.3 1.6 -0.2 -0.9243
C -0.46170 0.77707 2.75391 -0.6 -0.2 -2.4 -1.0157
C 2.55690 -0.51896 2.47220 -2.1 2.0 0.4 -1.0967
N -2.46970 0.59903 -3.26729 0.7 -0.1 -0.5 -0.5946
N -1.34468 0.45950 -1.16386 1.2 0.3 -0.5 0.0725
N 0.88085 0.34370 -0.82060 2.7 -1.9 -3.3 0.2449
O -3.52555 0.96940 -1.28854 -0.6 -0.1 0.5 -0.5903
O 0.62304 0.75295 0.37182 -0.5 1.7 1.7 -0.2779
F 2.12497 0.99655 -1.24791 -1.5 -0.3 0.1 -0.2839
Si 0.77484 -0.25586 1.74411 -0.2 -2.1 1.9 0.4685
H 0.87225 0.18840 -3.67665 0.4 0.2 -0.1 0.4326
H -1.29817 0.30638 -4.91458 -0.2 0.2 -0.7 0.4355
H -0.89964 -1.64716 0.67823 1.7 -0.7 0.4 0.2273
H 0.77043 -2.24457 0.25400 0.0 -0.3 -0.1 0.2846
H -0.11576 -2.80127 1.76319 0.7 0.6 -0.1 0.4070
H -0.28644 0.79210 3.82029 -0.4 0.1 0.1 0.4156
H -0.29543 1.75248 2.25490 0.2 0.0 0.9 0.3227
H -1.53283 0.57327 2.36545 1.5 -0.1 1.2 0.2823
H 2.92358 0.43072 2.87490 0.1 -0.1 -0.1 0.3240
H 2.75235 -1.28814 3.19894 -0.4 -0.4 0.1 0.3563
H 3.05891 -0.71375 1.58486 1.5 -0.5 -1.6 0.3237
H -1.23308 0.48854 -0.13975 -1.1 0.3 -0.9 0.0437
```
Positions in Å, forces in eV/Å.

SMILES = C[Si](C)(C)ON(F)c1ccnc(=O)[nH]1
spin multiplicity = 1
total charge = 0
energy = -26611.60819 eV

---

# 4
Here is a single C7H12IN3OSi molecule in a non-equilibrium geometry from the OMol25 dataset. Energies are from wB97M-V/def2-TZVPD.

XYZ file:
```
25
Properties=species:S:1:pos:R:3:forces:R:3:mulliken_charge:R:1
C 3.61799 -0.11773 -1.16792 -1.3 2.3 -0.6 -0.0061
C 2.57922 -0.62729 -0.37193 2.2 -2.6 1.0 -0.4442
C 1.35083 -0.16443 -0.51040 -5.3 -2.6 2.3 0.6633
C 2.18688 1.57618 -1.97538 0.5 -0.4 -0.1 0.3140
C -1.07306 1.42541 1.42499 -3.2 0.2 -2.5 -0.9876
C -2.04380 -1.53157 1.93626 -1.2 1.1 -2.8 -1.2698
C -2.50196 -0.22735 -0.93382 -2.1 1.9 4.9 -1.2512
N 3.41469 0.92249 -1.95464 0.5 -0.1 0.1 -0.5913
N 1.14686 0.86579 -1.32355 -1.7 2.1 -0.3 -0.0634
N 0.09814 -0.98747 0.18474 3.0 3.0 -2.5 -0.1567
O 1.94389 2.64890 -2.49131 0.2 -0.8 0.3 -0.5911
Si -1.48318 -0.28598 0.61099 1.0 0.9 2.0 0.2692
I 2.93292 -2.39214 0.78099 0.2 0.6 -0.4 0.0533
H 4.62780 -0.46013 -1.09429 0.4 -0.5 -0.1 0.4263
H -0.12504 1.50029 1.84716 1.4 -0.1 1.2 0.3553
H -1.00339 2.05337 0.49075 -0.2 0.0 0.9 0.2661
H -1.93401 1.85168 2.03656 1.3 -0.5 -0.6 0.3346
H -1.19037 -1.78377 2.44040 2.6 -1.6 0.7 0.4098
H -2.63553 -1.33698 2.77588 -1.6 1.2 0.8 0.4306
H -2.56032 -2.27472 1.33747 0.4 -0.9 0.3 0.2589
H -2.40736 0.61300 -1.48328 0.6 3.2 -1.7 0.4741
H -2.18575 -0.95132 -1.49977 1.2 -4.5 -3.2 0.4300
H -3.56302 -0.24016 -0.67896 0.0 -0.5 -0.1 0.3538
H 0.29409 1.46862 -1.29563 0.8 -1.2 0.0 0.2247
H 0.51348 -1.54469 0.91469 0.2 0.0 0.0 0.0974
```
Positions in Å, forces in eV/Å.

SMILES = C[Si](C)(C)Nc1[nH]c(=O)ncc1I
spin multiplicity = 1
total charge = 0
energy = -29949.31802 eV

---

# 5
Here is an isolated ion of composition C7H12N and charge +1 in a non-equilibrium geometry from the OMol25 dataset. Energies are from wB97M-V/def2-TZVPD.

XYZ file:
```
20
Properties=species:S:1:pos:R:3:forces:R:3:mulliken_charge:R:1
C 0.70879 -1.12107 -2.15911 1.9 -1.5 -1.2 -1.1036
C 1.05879 -1.40146 -0.72953 1.5 -0.4 -1.0 -0.1971
C -0.48839 1.70877 0.46688 0.3 -1.3 -0.8 -0.5867
C 0.45296 -0.60635 0.09711 2.5 -0.3 1.6 -0.2040
C -0.48475 0.24644 0.69641 -0.1 -0.3 0.4 1.3230
C 0.37756 2.40137 -0.25517 0.7 -1.3 -0.1 -0.7682
C -1.79983 -0.45759 1.15578 2.1 0.3 -0.9 -1.4621
N 0.69918 -0.31697 1.58040 -1.0 -0.8 -0.4 -0.2505
H -0.05982 -1.82009 -2.46052 0.1 -0.3 -0.7 0.3203
H 0.35296 -0.13684 -2.32093 -0.5 1.0 0.1 0.3525
H 1.90502 -2.15992 -0.52263 -1.6 1.6 0.1 0.3615
H -1.45739 2.01321 0.68811 -1.3 1.7 0.7 0.4123
H 0.12084 3.41373 -0.44447 0.3 0.8 -0.3 0.3348
H 1.67977 -1.20533 -2.79045 -1.8 -0.2 0.9 0.3380
H 1.29310 1.92567 -0.70472 -0.9 0.8 0.6 0.2521
H -1.87136 -0.08145 2.17641 -0.6 -0.9 0.2 0.4407
H -1.69976 -1.56426 0.89317 -0.5 1.5 1.0 0.3539
H -2.55278 0.00734 0.56097 -0.9 0.0 -0.4 0.4252
H 0.32006 -1.12396 2.06697 0.7 0.4 0.9 0.3422
H 1.44505 0.27876 2.00529 -0.8 -0.7 -0.8 0.3159
```
Positions in Å, forces in eV/Å.

SMILES = C=C[C@]1(C)[NH2+]/C1=C/C
spin multiplicity = 1
total charge = +1
energy = -8933.62110 eV

---

Energy relative to the best compared isomer or geometry (same formula, charge and spin) (computed, kJ/mol): 347.3 380.5 0.0 97.3 326.2